(i)
Entry from the Open Molecules 2025 dataset: 2 unconnected molecules or ions with the total composition C7H16O2 (ωB97M-V with the def2-TZVPD basis set).

The SMILES is CC(=O)O.CCCCC. Its spin multiplicity is 1. The value obtained for the molecular weight is 132.20 g/mol. Its charge is 0. The frontier orbital gap comes out at 11.51 eV.

Last column: Mulliken charge in e.
Atoms and positions in Å:
C1 3.9970 -1.4600 -0.2709  -0.86
C2 4.1882 -0.1472 0.3346  0.66
O1 3.7287 0.2401 1.4330  -0.52
O2 5.0975 0.4992 -0.6880  -0.46
H1 3.7424 -2.2112 0.4591  0.33
H2 3.0224 -1.5778 -0.9064  0.23
H3 4.7056 -1.9087 -1.0409  0.29
H4 5.4769 1.2763 -0.3236  0.32
C3 -0.9213 2.5552 0.2455  -0.97
C4 -1.5078 1.3821 -0.5460  -0.48
C5 -2.1455 0.3383 0.3999  -0.60
C6 -2.6279 -0.7959 -0.4118  -0.37
C7 -3.0904 -2.0088 0.4014  -1.05
H5 -1.5857 2.5853 1.1658  0.27
H6 0.1141 2.2864 0.5908  0.18
H7 -0.6657 3.6305 -0.2315  0.29
H8 -0.6945 1.1177 -1.1747  0.38
H9 -2.2663 1.8163 -1.2898  0.23
H10 -1.4925 0.0439 1.2567  0.37
H11 -2.9431 0.8096 0.9397  0.31
H12 -1.7341 -1.1529 -0.9878  0.23
H13 -3.3594 -0.5660 -1.2385  0.34
H14 -3.9182 -1.8054 0.9845  0.33
H15 -3.0391 -2.9803 -0.1349  0.32
H16 -2.0810 -1.9667 1.0339  0.21

(ii)
Entry from the Open Molecules 2025 dataset: a molecular structure, C7H16O2 (ωB97M-V with the def2-TZVPD basis set).

Its spin multiplicity is 1. The value obtained for the molecular weight is 132.20 g/mol. Its charge is 0. The frontier orbital gap comes out at 9.37 eV.

Last column: Mulliken charge in e.
Atoms and positions in Å:
C1 -0.2514 0.6502 -2.5213  -0.51
C2 -1.5456 0.4889 -1.7135  -0.36
C3 -1.4225 -0.4031 -0.4775  -0.69
O1 0.1647 -0.5571 -3.1396  -0.57
H1 0.6652 -1.0661 -2.4867  0.42
H2 -0.4146 1.3667 -3.3298  0.39
H3 0.5419 1.0699 -1.8914  0.17
H4 -1.8900 1.4872 -1.4256  0.30
H5 -2.3204 0.0758 -2.3661  0.28
H6 -2.1232 -0.0664 0.2907  0.47
H7 -0.4380 -0.0167 0.3216  -0.04
H8 -1.8157 -1.3993 -0.7148  0.40
C4 0.1447 -1.0165 2.3222  -1.21
C5 1.2458 1.2660 2.0683  -1.42
C6 0.8366 -0.0262 1.4063  1.09
C7 1.5140 -0.4547 0.2832  -0.67
O2 1.0668 -1.4349 -0.4543  -0.62
H9 -0.1418 -1.1841 -0.4250  0.11
H10 2.2289 0.2189 -0.1976  0.38
H11 -0.7984 -0.6133 2.6993  0.33
H12 -0.0669 -1.9587 1.8179  0.32
H13 1.8268 1.8976 1.3957  0.37
H14 1.8471 1.0795 2.9626  0.32
H15 0.3657 1.8278 2.3903  0.33
H16 0.7804 -1.2314 3.1852  0.40

Stability verdict: (i), ahead by 24.8 kcal/mol

(i)
Entry from the Open Molecules 2025 dataset: a molecular structure, C49H38ClN9NaO5S (ωB97M-V with the def2-TZVPD basis set).

Its spin multiplicity is 1. The value obtained for the molecular weight is 923.41 g/mol. Its charge is -1. The frontier orbital gap comes out at 6.35 eV.

Last column: Mulliken charge in e.
Atoms and positions in Å:
Na1 -0.5539 -1.0467 -0.6511  0.99
Cl1 -4.4397 1.8427 -6.2130  -0.30
C1 -3.6112 0.7374 -5.1266  0.16
C2 -2.5642 -0.0607 -5.6112  -0.64
C3 -1.8889 -0.8980 -4.7620  -0.45
C4 -2.1989 -1.0117 -3.3565  0.38
O1 -1.5114 -1.7259 -2.5857  -0.80
C5 -3.3078 -0.1889 -2.9144  0.36
C6 -3.7486 -0.1907 -1.5385  -0.18
N1 -3.3453 -1.0026 -0.6445  -0.20
C7 -3.9316 -1.0420 0.6049  -0.21
C8 -5.2868 -0.8717 0.8013  -0.06
C9 -5.8622 -0.9558 2.0843  -1.04
C10 -5.0856 -1.2178 3.1761  -0.74
C11 -3.6941 -1.4298 3.0142  1.37
C12 -2.8409 -1.6884 4.1119  -0.83
C13 -1.5162 -1.8990 3.8969  -1.27
C14 -1.0331 -1.8712 2.5695  -0.09
N2 -1.7759 -1.6004 1.5269  0.17
C15 -3.1051 -1.3646 1.7318  0.03
C16 -3.9684 0.6663 -3.8052  -1.02
H1 -2.2930 0.0019 -6.6584  0.41
H2 -1.0774 -1.5157 -5.1343  0.44
H3 -4.4876 0.5889 -1.2814  0.42
H4 -5.9179 -0.6896 -0.0597  0.60
H5 -6.9318 -0.8209 2.1980  0.37
H6 -5.5174 -1.2865 4.1689  0.39
H7 -3.2583 -1.7018 5.1126  0.38
H8 -0.8224 -2.0637 4.7101  0.44
H9 0.0142 -2.0779 2.3907  0.60
H10 -4.7777 1.2897 -3.4347  0.42
C17 -3.2293 3.7437 1.9877  -0.51
O2 -2.8116 3.9069 0.6264  -0.48
C18 -2.3440 2.6789 0.2333  -0.27
N3 -2.4376 1.7149 1.0398  0.17
C19 -3.1153 2.2205 2.2414  -0.01
C20 -2.3954 1.9149 3.5307  -0.11
C21 -1.0290 1.6728 3.5466  0.54
C22 -0.3821 1.4218 4.7521  -0.55
C23 -1.0906 1.4320 5.9455  -0.50
C24 -2.4606 1.6739 5.9318  -0.76
C25 -3.1104 1.9033 4.7272  -0.46
C26 -1.8238 2.6752 -1.1592  0.78
C27 -2.3349 3.6192 -2.0482  -0.94
C28 -1.8915 3.6069 -3.3561  -0.76
C29 -0.9385 2.6788 -3.7241  -0.94
C30 -0.4810 1.7842 -2.7625  0.71
N4 -0.9192 1.7636 -1.5025  0.54
C31 0.5011 0.7503 -3.1617  -0.79
N5 0.8223 -0.2661 -2.4917  0.55
C32 1.6419 -1.1193 -3.3559  -0.39
C33 1.8711 -0.2421 -4.6141  -0.67
O3 1.0162 0.8968 -4.4193  -0.49
C34 2.9427 -1.5842 -2.7527  -0.14
C35 3.6828 -0.7499 -1.9261  -0.25
C36 4.8989 -1.1727 -1.4081  0.08
C37 5.3978 -2.4277 -1.7339  -0.75
C38 4.6691 -3.2632 -2.5707  -0.67
C39 3.4441 -2.8425 -3.0712  -0.15
H11 -4.2451 4.1228 2.0882  0.33
H12 -2.5622 4.3132 2.6346  0.38
H13 -4.1091 1.7642 2.2828  0.31
H14 -0.4693 1.6285 2.6172  0.09
H15 0.6774 1.1940 4.7376  0.42
H16 -0.5856 1.2356 6.8839  0.40
H17 -3.0267 1.6618 6.8573  0.37
H18 -4.1859 2.0540 4.7084  0.39
H19 -3.0725 4.3306 -1.7078  0.53
H20 -2.2947 4.2993 -4.0847  0.40
H21 -0.5594 2.6194 -4.7333  0.53
H22 1.0267 -1.9926 -3.5924  0.64
H23 1.5909 -0.7386 -5.5419  0.31
H24 2.9021 0.1038 -4.6824  0.46
H25 3.2793 0.2176 -1.6500  0.32
H26 5.4452 -0.5272 -0.7299  0.19
H27 6.3422 -2.7604 -1.3190  0.42
H28 5.0420 -4.2516 -2.8140  0.36
H29 2.8549 -3.5042 -3.6988  0.43
N6 7.6025 1.6481 0.9170  -0.62
C40 6.2528 1.2997 1.0533  0.95
C41 5.2702 1.9876 0.3421  -0.76
C42 3.9329 1.6651 0.5098  -0.39
C43 3.5617 0.6482 1.3775  -0.61
C44 4.5310 -0.0304 2.1020  -0.23
C45 5.8678 0.2925 1.9398  -0.92
S1 1.8273 0.3076 1.6006  1.69
O4 1.6896 -0.1792 2.9591  -0.74
O5 1.1846 1.5637 1.2829  -0.97
N7 1.3430 -0.7352 0.4948  0.37
C46 1.7360 -2.0304 0.5107  -0.10
N8 1.0598 -2.8440 -0.3495  -0.16
C47 1.3736 -4.1260 -0.3538  -0.41
C48 2.3533 -4.6754 0.4588  -0.99
C49 3.0078 -3.7725 1.2799  -0.28
N9 2.7266 -2.4807 1.3216  -0.35
H30 7.8365 2.1018 0.0501  0.22
H31 8.2542 0.9210 1.1577  0.21
H32 5.5601 2.7829 -0.3368  0.27
H33 3.1589 2.2092 -0.0195  0.46
H34 4.2191 -0.8118 2.7816  0.49
H35 6.6298 -0.2338 2.5059  0.27
H36 0.8138 -4.7445 -1.0517  0.55
H37 2.5925 -5.7285 0.4469  0.42
H38 3.8103 -4.1009 1.9382  0.45

(ii)
Entry from the Open Molecules 2025 dataset: a molecular structure, C49H38ClN9NaO5S (ωB97M-V with the def2-TZVPD basis set).

Its spin multiplicity is 1. The value obtained for the molecular weight is 923.41 g/mol. Its charge is -1. The frontier orbital gap comes out at 6.46 eV.

Last column: Mulliken charge in e.
Atoms and positions in Å:
Na1 -0.5635 -0.9982 -0.5807  0.77
Cl1 -4.0123 2.2156 -5.8991  -0.29
C1 -3.3369 0.9171 -4.9313  0.00
C2 -2.3947 0.0471 -5.4949  -0.54
C3 -1.8278 -0.9376 -4.7323  -0.48
C4 -2.1180 -1.1142 -3.3291  0.49
O1 -1.4785 -1.9355 -2.6270  -0.86
C5 -3.1543 -0.2414 -2.8159  0.55
C6 -3.6366 -0.3123 -1.4584  -0.34
N1 -3.2428 -1.1299 -0.5574  -0.35
C7 -3.8980 -1.1287 0.6679  -0.48
C8 -5.2627 -0.9980 0.8019  -0.02
C9 -5.8800 -1.0292 2.0700  -1.03
C10 -5.1408 -1.2145 3.2023  -0.66
C11 -3.7380 -1.3882 3.1060  1.50
C12 -2.9166 -1.5881 4.2414  -0.90
C13 -1.5745 -1.7268 4.0771  -1.29
C14 -1.0383 -1.6588 2.7701  -0.28
N2 -1.7635 -1.4760 1.6988  0.30
C15 -3.1082 -1.3447 1.8452  0.13
C16 -3.7164 0.7566 -3.6246  -0.91
H1 -2.1135 0.1677 -6.5345  0.39
H2 -1.0963 -1.6109 -5.1657  0.42
H3 -4.4100 0.4348 -1.2139  0.45
H4 -5.8735 -0.8950 -0.0862  0.58
H5 -6.9557 -0.9155 2.1348  0.38
H6 -5.6082 -1.2431 4.1800  0.40
H7 -3.3710 -1.6087 5.2256  0.38
H8 -0.9055 -1.8564 4.9168  0.44
H9 0.0342 -1.7330 2.6333  0.67
H10 -4.4600 1.4215 -3.1964  0.47
C17 -3.6324 3.4275 1.8503  -0.46
O2 -3.3193 3.6568 0.4655  -0.48
C18 -2.4922 2.6216 0.1188  -0.32
N3 -2.3520 1.6682 0.9315  0.28
C19 -3.2113 1.9629 2.0856  0.69
C20 -2.5364 1.7589 3.4182  -0.33
C21 -1.1587 1.6309 3.5181  0.25
C22 -0.5628 1.4627 4.7635  -0.55
C23 -1.3401 1.4393 5.9116  -0.49
C24 -2.7207 1.5722 5.8158  -0.83
C25 -3.3151 1.7237 4.5729  -0.33
C26 -1.8728 2.7578 -1.2231  0.85
C27 -2.2697 3.8092 -2.0461  -1.00
C28 -1.7392 3.8876 -3.3193  -0.67
C29 -0.8310 2.9259 -3.7190  -0.92
C30 -0.4912 1.9228 -2.8181  0.63
N4 -1.0032 1.8245 -1.5935  0.48
C31 0.4436 0.8543 -3.2394  -0.67
N5 0.8141 -0.1259 -2.5381  0.26
C32 1.5221 -1.0440 -3.4349  0.10
C33 1.7659 -0.1842 -4.6928  -0.71
O3 0.8793 0.9365 -4.5285  -0.44
C34 2.7858 -1.6246 -2.8622  -0.62
C35 3.5290 -0.9254 -1.9206  0.14
C36 4.7001 -1.4654 -1.4097  0.12
C37 5.1469 -2.7036 -1.8519  -0.67
C38 4.4145 -3.4024 -2.8009  -0.69
C39 3.2356 -2.8655 -3.2984  -0.19
H11 -4.6930 3.6178 2.0013  0.38
H12 -3.0404 4.1171 2.4559  0.34
H13 -4.0801 1.2961 2.0277  -0.33
H14 -0.5456 1.6429 2.6254  0.33
H15 0.5099 1.3246 4.8063  0.42
H16 -0.8748 1.3062 6.8811  0.40
H17 -3.3343 1.5436 6.7087  0.39
H18 -4.3958 1.7942 4.4939  0.37
H19 -2.9897 4.5277 -1.6841  0.53
H20 -2.0437 4.6729 -3.9983  0.41
H21 -0.4021 2.9241 -4.7098  0.57
H22 0.8174 -1.8562 -3.6410  0.54
H23 1.5130 -0.6863 -5.6251  0.29
H24 2.7915 0.1895 -4.7387  0.46
H25 3.1546 0.0188 -1.5474  0.26
H26 5.2464 -0.9287 -0.6448  0.06
H27 6.0531 -3.1322 -1.4412  0.43
H28 4.7485 -4.3763 -3.1377  0.38
H29 2.6434 -3.4257 -4.0142  0.44
N6 7.7903 1.4551 0.5764  -0.68
C40 6.4373 1.1965 0.8543  1.00
C41 5.4340 1.8817 0.1707  -0.66
C42 4.1021 1.6522 0.4718  -0.53
C43 3.7548 0.7327 1.4517  -0.76
C44 4.7468 0.0590 2.1481  -0.12
C45 6.0806 0.2926 1.8535  -0.90
S1 2.0334 0.4541 1.7996  1.67
O4 1.9635 0.0106 3.1790  -0.74
O5 1.3850 1.7084 1.4878  -0.93
N7 1.4834 -0.6166 0.7617  0.60
C46 1.9043 -1.8977 0.7630  -0.27
N8 1.1916 -2.6971 -0.0763  0.02
C47 1.5232 -3.9692 -0.1371  -0.39
C48 2.5632 -4.5145 0.6069  -0.95
C49 3.2395 -3.6225 1.4189  -0.28
N9 2.9363 -2.3367 1.5137  -0.38
H30 7.9506 1.7719 -0.3679  0.23
H31 8.3991 0.6822 0.7989  0.22
H32 5.7016 2.5994 -0.5969  0.28
H33 3.3171 2.1908 -0.0437  0.49
H34 4.4581 -0.6510 2.9096  0.47
H35 6.8558 -0.2326 2.4009  0.29
H36 0.9349 -4.5817 -0.8151  0.51
H37 2.8298 -5.5593 0.5476  0.40
H38 4.0785 -3.9563 2.0257  0.45

Stability verdict: (ii), ahead by 8.6 kcal/mol